120
Properties=species:S:1:pos:R:3:lowdin_charge:R:1 method="wB97M-V/def2-TZVPD" homo_ev=-11.00 energy_ha=-2201.8286 total_charge=+1 multiplicity=1
C 5.61 2.18 -0.35 -0.12
C 4.09 2.36 -0.89 -0.24
C 3.74 1.00 -1.65 -0.19
C 2.18 0.75 -1.84 -0.22
N 1.45 0.48 -0.56 0.01
C 0.02 0.67 -0.89 -0.34
C -0.66 -0.20 -2.02 -0.08
C -2.05 0.63 -2.04 -0.01
C -2.18 0.73 -0.43 -0.17
O -3.35 0.81 0.27 0.00
C -4.41 -0.01 -0.30 -0.16
C -5.42 0.75 -1.25 -0.18
C -6.20 1.95 -0.53 -0.23
C -7.52 2.38 -1.34 -0.12
N -1.00 0.72 0.19 0.22
H 6.13 1.54 -1.14 0.08
H 5.62 1.55 0.60 0.08
H 6.15 3.16 -0.25 0.06
H 4.15 3.21 -1.65 0.11
H 3.37 2.61 -0.06 0.08
H 4.17 1.10 -2.70 0.12
H 4.20 0.13 -1.11 0.12
H 2.05 -0.15 -2.52 0.10
H 1.77 1.64 -2.42 0.13
H 1.70 1.29 0.04 0.10
H -0.07 1.73 -1.33 0.13
H -0.09 -0.30 -2.99 0.12
H -0.74 -1.26 -1.59 0.14
H -1.76 1.58 -2.58 0.14
H -2.76 -0.08 -2.54 0.13
H -3.98 -0.94 -0.81 0.14
H -5.01 -0.42 0.58 0.15
H -6.22 0.00 -1.54 0.10
H -4.96 1.10 -2.23 0.11
H -6.54 1.59 0.49 0.11
H -5.55 2.87 -0.45 0.10
H -7.46 2.11 -2.44 0.08
H -7.67 3.51 -1.29 0.07
H -8.46 1.92 -0.93 0.07
H -0.88 0.74 1.21 0.18
C 1.82 0.08 -7.10 -0.02
C 2.70 -0.04 -5.89 -0.50
O 3.38 0.89 -5.50 0.05
C 2.70 -1.36 -5.16 -0.04
H 1.92 1.08 -7.52 0.08
H 2.13 -0.65 -7.86 0.09
H 0.78 -0.08 -6.83 0.08
H 3.05 -2.15 -5.83 0.08
H 1.70 -1.59 -4.80 0.07
H 3.38 -1.31 -4.31 0.08
C 1.38 -2.37 0.96 -0.05
C 1.54 -3.80 1.41 -0.50
O 1.71 -4.70 0.60 0.06
C 1.47 -4.07 2.88 -0.03
H 1.45 -2.32 -0.13 0.07
H 0.40 -1.99 1.26 0.07
H 2.18 -1.76 1.39 0.08
H 0.50 -3.76 3.27 0.07
H 2.27 -3.53 3.40 0.09
H 1.59 -5.14 3.06 0.09
C -7.85 -3.13 0.03 -0.02
C -8.34 -2.21 -1.06 -0.48
O -8.04 -1.03 -1.07 0.04
C -9.22 -2.80 -2.12 -0.02
H -7.23 -2.56 0.73 0.08
H -8.69 -3.55 0.57 0.09
H -7.24 -3.93 -0.41 0.09
H -10.13 -3.21 -1.67 0.09
H -8.68 -3.59 -2.66 0.09
H -9.50 -2.03 -2.84 0.09
C -0.60 4.71 -0.79 -0.02
C 0.69 4.72 -0.02 -0.50
O 0.93 3.88 0.83 0.03
C 1.68 5.80 -0.35 -0.01
H -1.22 3.87 -0.45 0.06
H -1.15 5.64 -0.62 0.09
H -0.40 4.59 -1.86 0.09
H 1.24 6.78 -0.15 0.09
H 1.98 5.73 -1.39 0.09
H 2.57 5.68 0.28 0.09
C 2.05 -6.11 -3.99 -0.01
C 1.56 -5.20 -5.09 -0.48
O 1.85 -4.02 -5.10 0.04
C 0.71 -5.81 -6.17 -0.02
H 2.65 -5.54 -3.29 0.09
H 1.20 -6.54 -3.46 0.09
H 2.67 -6.90 -4.41 0.09
H -0.20 -6.23 -5.73 0.09
H 1.27 -6.59 -6.68 0.09
H 0.43 -5.04 -6.89 0.08
C 0.54 -1.89 7.27 -0.02
C 0.55 -3.21 6.55 -0.49
O 0.00 -3.36 5.48 0.04
C 1.26 -4.35 7.23 -0.02
H -0.01 -1.15 6.67 0.05
H 0.05 -1.99 8.24 0.09
H 1.56 -1.53 7.40 0.09
H 0.80 -4.56 8.19 0.09
H 2.32 -4.11 7.36 0.09
H 1.19 -5.25 6.60 0.08
C -1.79 1.71 4.20 -0.01
C -0.49 1.71 4.97 -0.49
O -0.26 0.87 5.81 0.07
C 0.51 2.78 4.64 -0.01
H -2.41 0.89 4.54 0.09
H -2.32 2.65 4.38 0.09
H -1.59 1.59 3.14 0.05
H 0.08 3.76 4.84 0.09
H 0.81 2.70 3.59 0.07
H 1.40 2.65 5.26 0.08
C 7.28 3.81 2.65 -0.03
C 6.66 4.00 4.01 -0.51
O 7.30 4.45 4.94 0.07
C 5.21 3.62 4.17 -0.03
H 8.32 4.13 2.69 0.09
H 7.24 2.76 2.37 0.08
H 6.75 4.42 1.92 0.08
H 5.08 2.56 3.96 0.08
H 4.59 4.22 3.50 0.08
H 4.90 3.81 5.20 0.08

139
Properties=species:S:1:pos:R:3:lowdin_charge:R:1 method="wB97M-V/def2-TZVPD" homo_ev=-10.88 energy_ha=-68504.4810 total_charge=+1 multiplicity=1
C -5.81 -6.46 3.24 -0.13
C -4.68 -7.07 2.33 -0.24
C -3.51 -6.05 1.97 -0.18
C -3.99 -4.56 1.81 -0.21
N -2.86 -3.59 1.60 -0.16
C -3.54 -2.26 1.71 -0.16
C -2.46 -1.18 1.30 -0.09
N -1.48 -1.11 2.43 0.06
C -0.92 -2.43 2.86 -0.22
C -0.30 -2.23 4.31 -0.10
C -0.38 -3.49 5.23 -0.21
N -1.29 -3.53 6.15 0.07
C -1.92 -3.65 2.75 -0.14
H -6.32 -5.65 2.63 0.04
H -6.58 -7.20 3.58 0.08
H -5.37 -5.92 4.13 0.08
H -5.13 -7.54 1.42 0.11
H -4.19 -7.90 2.93 0.11
H -3.10 -6.39 0.97 0.12
H -2.70 -6.20 2.72 0.10
H -4.62 -4.52 0.86 0.14
H -4.59 -4.17 2.68 0.07
H -3.75 -2.09 2.81 0.13
H -4.47 -2.20 1.10 0.12
H -3.00 -0.20 1.19 0.15
H -1.95 -1.44 0.34 0.14
H -0.67 -0.56 2.08 0.16
H -1.90 -0.57 3.19 0.18
H -0.05 -2.66 2.17 0.13
H -0.81 -1.37 4.84 0.10
H 0.77 -1.91 4.19 0.12
H 0.30 -4.37 5.19 0.12
H -1.87 -2.67 6.11 -0.11
H -1.28 -4.56 2.58 0.14
H -2.52 -3.85 3.68 0.13
Br 1.99 -1.22 0.27 0.58
C 1.80 0.06 -1.19 -0.72
C 0.58 -0.24 -2.02 -0.70
Br 0.88 -1.75 -3.21 0.63
H 2.72 0.03 -1.75 0.01
H 1.70 1.03 -0.71 0.01
H 0.36 0.60 -2.68 0.03
H -0.30 -0.47 -1.43 0.03
Br 4.09 2.45 -2.47 0.66
C 3.42 4.26 -2.17 -0.68
C 2.33 4.29 -1.13 -0.73
Br 0.64 3.63 -1.87 0.62
H 3.10 4.63 -3.14 -0.01
H 4.29 4.83 -1.84 0.06
H 2.13 5.31 -0.82 0.00
H 2.55 3.68 -0.26 -0.01
Br -3.95 0.03 10.51 0.62
C -4.14 -1.75 9.74 -0.69
C -3.00 -2.07 8.80 -0.65
Br -3.23 -1.16 7.09 0.67
H -5.11 -1.78 9.26 0.05
H -4.13 -2.43 10.59 0.06
H -2.99 -3.13 8.56 0.06
H -2.03 -1.77 9.19 0.06
Br 4.28 4.51 1.85 0.63
C 3.62 6.31 2.20 -0.67
C 2.55 6.30 3.26 -0.68
Br 0.85 5.67 2.54 0.62
H 3.28 6.72 1.24 0.05
H 4.49 6.87 2.53 0.06
H 2.35 7.31 3.61 0.06
H 2.80 5.67 4.11 0.05
Br 6.27 -6.04 0.59 0.63
C 5.65 -4.23 0.93 -0.72
C 4.57 -4.21 1.98 -0.70
Br 2.86 -4.81 1.26 0.57
H 5.32 -3.82 -0.03 0.04
H 6.52 -3.68 1.27 0.03
H 4.39 -3.19 2.33 0.05
H 4.80 -4.84 2.83 -0.05
Br 5.72 -5.83 5.06 0.64
C 4.94 -7.52 4.48 -0.68
C 5.62 -8.69 5.14 -0.70
Br 7.35 -9.06 4.33 0.61
H 5.01 -7.54 3.39 0.04
H 3.89 -7.46 4.77 0.06
H 5.03 -9.60 4.99 0.06
H 5.79 -8.54 6.20 0.05
Br 7.05 -1.06 -0.30 0.65
C 7.32 0.31 1.05 -0.67
C 6.25 0.27 2.12 -0.66
Br 4.59 1.04 1.47 0.57
H 7.37 1.27 0.53 0.06
H 8.30 0.10 1.49 0.06
H 6.54 0.88 2.97 0.06
H 6.02 -0.74 2.45 0.04
Br 3.25 2.01 -9.10 0.61
C 3.84 1.52 -7.31 -0.71
C 2.86 1.98 -6.26 -0.68
Br 3.01 3.90 -5.94 0.62
H 4.84 1.94 -7.18 0.06
H 3.91 0.44 -7.32 -0.04
H 3.07 1.51 -5.30 0.03
H 1.82 1.79 -6.54 0.06
Br -7.17 -2.71 3.47 0.64
C -7.42 -1.43 2.02 -0.69
C -8.64 -1.77 1.21 -0.69
Br -8.30 -3.26 0.01 0.61
H -6.50 -1.43 1.44 0.02
H -7.54 -0.47 2.52 0.06
H -8.91 -0.93 0.56 0.06
H -9.50 -2.04 1.81 0.06
Br 1.02 7.13 -2.83 0.67
C 0.02 8.50 -1.87 -0.65
C -0.73 7.91 -0.70 -0.68
Br -2.32 6.96 -1.29 0.60
H -0.63 8.98 -2.60 0.02
H 0.77 9.21 -1.52 0.06
H -1.10 8.70 -0.04 0.06
H -0.14 7.21 -0.12 0.01
Br -1.45 9.59 -5.63 0.62
C -2.24 7.90 -6.20 -0.73
C -1.53 6.72 -5.57 -0.70
Br 0.18 6.37 -6.44 0.59
H -2.21 7.88 -7.29 0.04
H -3.27 7.94 -5.87 -0.02
H -2.11 5.81 -5.71 0.04
H -1.33 6.87 -4.51 -0.01
Br -5.19 5.01 -4.81 0.61
C -6.29 6.61 -5.00 -0.68
C -6.79 6.77 -6.42 -0.68
Br -5.38 7.42 -7.59 0.67
H -5.68 7.45 -4.67 0.05
H -7.12 6.47 -4.32 0.06
H -7.57 7.52 -6.46 0.06
H -7.16 5.84 -6.85 0.05
Br 3.46 -1.44 -12.15 0.61
C 4.96 -1.49 -10.90 -0.69
C 4.73 -2.52 -9.82 -0.67
Br 3.46 -1.88 -8.49 0.65
H 5.08 -0.48 -10.52 0.03
H 5.82 -1.75 -11.51 0.06
H 5.66 -2.70 -9.27 0.06
H 4.35 -3.46 -10.20 0.05